[1]
{
  "formula": "C15H21NO4S",
  "method": "the ωB97M-V functional and the def2-TZVPD basis",
  "de_lowest_ev": 0.812,
  "charge": 0,
  "lumo_energy_ev": 0.4,
  "homo_energy_ev": -8.438,
  "orbital_gap_ev": 8.7901,
  "elements": ["S", "O", "O", "O", "O", "N", "C", "C", "C", "C", "C", "C", "C", "C", "C", "C", "C", "C", "C", "C", "C", "H", "H", "H", "H", "H", "H", "H", "H", "H", "H", "H", "H", "H", "H", "H", "H", "H", "H", "H", "H", "H"],
  "xyz": [[4.972, -0.449, 0.610], [0.930, 2.450, -0.418], [-1.278, -0.805, -1.624], [-4.298, -1.877, -0.746], [-1.322, 1.386, -1.148], [-3.663, 0.206, -0.126], [-2.772, -0.355, 2.907], [3.304, -0.308, 0.069], [-2.627, -0.751, -2.075], [1.703, 3.573, -0.065], [1.217, -1.153, -0.719], [2.789, 0.984, 0.037], [-3.626, -0.880, -0.909], [-0.716, 0.336, -1.184], [5.315, -2.230, 0.538], [0.677, 0.131, -0.761], [-1.614, -0.800, 2.019], [-3.641, 0.740, 2.286], [-4.461, 0.292, 1.075], [2.512, -1.386, -0.311], [1.483, 1.227, -0.369], [-3.051, 0.986, -0.341], [4.649, -2.763, 1.209], [2.576, 3.681, -0.716], [0.593, -1.982, -1.012], [-1.974, -1.347, 1.153], [-2.366, 0.028, 3.847], [-5.273, 1.010, 0.907], [2.888, -2.395, -0.291], [-0.946, -1.454, 2.575], [-2.802, 0.188, -2.612], [5.220, -2.586, -0.483], [1.044, 4.430, -0.200], [3.435, 1.791, 0.341], [-4.899, -0.695, 1.242], [-3.009, 1.583, 1.992], [-2.750, -1.606, -2.742], [2.029, 3.526, 0.979], [6.342, -2.342, 0.873], [-3.397, -1.218, 3.143], [-4.338, 1.098, 3.047], [-1.041, 0.059, 1.676]],
  "nbo_charge": [0.275, -0.464, -0.505, -0.624, -0.618, -0.623, -0.392, -0.133, -0.163, -0.254, -0.103, -0.301, 0.645, 0.805, -0.742, -0.258, -0.610, -0.399, -0.229, -0.298, 0.377, 0.428, 0.223, 0.179, 0.237, 0.208, 0.198, 0.192, 0.219, 0.209, 0.208, 0.223, 0.207, 0.220, 0.228, 0.195, 0.218, 0.179, 0.240, 0.198, 0.209, 0.198]
}

---

[2]
{
  "formula": "C33H37Cl2GeOOsS3SeSi",
  "method": "the ωB97M-V functional and the def2-TZVPD basis",
  "de_lowest_ev": 2.499,
  "charge": -2,
  "lumo_energy_ev": [4.3, 4.3],
  "homo_energy_ev": [-0.570, -0.532],
  "orbital_gap_ev": [4.8280, 4.7883],
  "s2": 0.91,
  "spin_multiplicity": 2,
  "elements": ["Os", "Se", "Ge", "Cl", "Cl", "S", "S", "S", "Si", "O", "C", "C", "C", "C", "C", "C", "C", "C", "C", "C", "C", "C", "C", "C", "C", "C", "C", "C", "C", "C", "C", "C", "C", "C", "C", "C", "C", "C", "C", "C", "C", "C", "C", "H", "H", "H", "H", "H", "H", "H", "H", "H", "H", "H", "H", "H", "H", "H", "H", "H", "H", "H", "H", "H", "H", "H", "H", "H", "H", "H", "H", "H", "H", "H", "H", "H", "H", "H", "H", "H"],
  "xyz": [[0.303, 1.438, -0.287], [1.604, 0.459, -2.219], [0.124, -1.698, 1.156], [-1.378, 3.182, 2.010], [-1.169, 6.656, -2.214], [-0.180, 3.937, -1.026], [2.633, 2.631, 1.862], [-1.752, -0.368, -0.917], [3.427, 1.713, -2.533], [-1.560, 1.078, -1.426], [-2.630, 6.975, -0.018], [-3.951, 0.947, 0.106], [-3.422, -0.146, -3.367], [-1.293, 4.892, -0.119], [-2.544, -3.886, 4.494], [4.979, 0.953, -1.767], [-1.588, -4.612, 3.794], [-3.380, -0.446, -0.100], [-1.743, 6.126, -0.652], [3.262, 3.455, -1.867], [3.563, -2.260, 3.593], [0.182, -4.817, -2.468], [-2.754, 5.440, 1.795], [1.327, -4.103, -2.148], [-0.964, -2.627, 2.543], [4.272, -0.996, 1.683], [2.262, -2.253, 3.106], [-3.156, 6.634, 1.218], [2.972, -0.995, 1.197], [4.574, -1.636, 2.877], [-0.947, -3.793, -0.610], [-2.710, -2.535, 4.226], [-2.474, -1.066, -2.622], [-0.812, -3.985, 2.828], [-1.847, 4.614, 1.154], [3.764, 1.810, -4.393], [-0.958, -4.665, -1.688], [1.333, -3.240, -1.059], [0.197, -3.066, -0.273], [-1.922, -1.916, 3.262], [-0.673, -0.011, 0.643], [1.947, -1.637, 1.895], [1.532, 2.020, 0.860], [-3.137, 5.131, 2.759], [-0.076, -4.564, 2.279], [5.881, 1.438, -2.153], [3.769, 0.809, -4.832], [3.249, 3.445, -0.775], [-4.093, 1.457, -0.846], [-4.913, 0.885, 0.623], [4.728, 2.285, -4.603], [-3.455, -1.962, 4.767], [-2.994, 0.855, -3.418], [-4.040, -1.064, -0.710], [-2.905, 7.901, -0.505], [-1.543, -1.221, -3.171], [-3.608, -0.488, -4.393], [2.322, 3.904, -2.194], [4.961, 1.074, -0.681], [-4.391, -0.074, -2.865], [-3.194, -0.939, 0.856], [-1.451, -5.668, 3.999], [2.219, -4.206, -2.756], [4.091, 4.087, -2.205], [5.040, -0.116, -1.985], [5.591, -1.639, 3.253], [-2.907, -2.030, -2.345], [-3.154, -4.373, 5.247], [2.745, -0.471, 0.274], [2.234, -2.685, -0.828], [-2.051, -0.857, 3.056], [1.480, -2.731, 3.686], [-3.857, 7.286, 1.722], [0.171, -5.477, -3.327], [-3.267, 1.551, 0.701], [-1.848, -3.674, -0.015], [2.975, 2.382, -4.885], [5.049, -0.481, 1.131], [-1.857, -5.223, -1.924], [3.785, -2.751, 4.534]],
  "mulliken_spin": [0.148, 0.059, 0.024, 0.013, 0.000, -0.027, -0.003, 0.053, -0.005, 0.002, 0.000, 0.009, 0.002, 0.004, 0.000, 0.001, 0.000, -0.011, 0.000, 0.002, 0.000, -0.005, -0.001, 0.007, -0.007, 0.004, -0.012, 0.000, -0.002, 0.000, -0.018, 0.003, 0.212, 0.003, 0.001, 0.015, 0.001, -0.003, 0.026, -0.001, 0.454, 0.012, 0.029, -0.001, -0.001, 0.000, 0.001, 0.001, -0.002, 0.000, 0.000, 0.000, -0.001, -0.001, 0.000, -0.006, 0.011, 0.001, 0.000, -0.001, 0.009, 0.000, 0.000, 0.000, 0.000, 0.000, 0.001, 0.000, -0.004, -0.003, 0.012, 0.000, 0.000, 0.000, 0.000, -0.006, 0.001, 0.000, 0.000, 0.000]
}

---

What is the charge in the first record? 0